(1)
{
  "formula": "C39H35AsCl2N5NaO2S3",
  "method": "ωB97M-V/def2-TZVPD",
  "max_force_ev_per_a": 1.0,
  "e_lumo_ev": [3.73, 3.74],
  "charge": -2,
  "homo_lumo_gap_ev": [3.683, 3.449],
  "e_tot_ev": -175365.357,
  "elements": ["Na", "N", "C", "C", "C", "C", "C", "C", "S", "N", "C", "C", "C", "C", "C", "C", "N", "H", "H", "H", "H", "H", "H", "H", "H", "H", "S", "C", "C", "C", "C", "C", "C", "N", "C", "C", "C", "C", "C", "C", "C", "H", "H", "H", "H", "H", "H", "H", "H", "Cl", "C", "C", "C", "Cl", "C", "O", "C", "C", "O", "C", "H", "H", "H", "S", "C", "N", "C", "C", "As", "C", "C", "C", "C", "H", "H", "H", "H", "H", "H", "H", "H", "H", "H", "H", "H", "H", "H", "H"],
  "xyz": [[-0.068, -0.622, 0.608], [-2.782, 0.966, -2.592], [-3.938, 0.237, -2.344], [-5.199, 0.821, -2.429], [-6.342, 0.059, -2.238], [-6.239, -1.292, -1.926], [-4.984, -1.873, -1.809], [-3.837, -1.128, -2.041], [-2.223, -1.805, -2.016], [-1.324, -0.516, -1.413], [-1.592, 0.693, -1.862], [-0.731, 1.783, -1.564], [-0.937, 3.110, -2.048], [-0.066, 4.107, -1.702], [1.028, 3.819, -0.874], [1.162, 2.503, -0.444], [0.349, 1.516, -0.754], [-2.967, 1.952, -2.670], [-5.277, 1.882, -2.643], [-7.314, 0.532, -2.310], [-7.128, -1.886, -1.755], [-4.883, -2.915, -1.535], [-1.756, 3.355, -2.713], [-0.228, 5.114, -2.074], [1.728, 4.577, -0.552], [1.994, 2.235, 0.204], [-1.081, 3.610, 3.068], [-2.475, 2.806, 2.407], [-3.767, 3.277, 2.258], [-4.712, 2.457, 1.654], [-4.352, 1.181, 1.213], [-3.065, 0.706, 1.366], [-2.095, 1.523, 1.960], [-0.785, 1.198, 2.094], [-0.089, 2.175, 2.658], [1.302, 2.206, 2.856], [1.973, 3.438, 3.127], [3.333, 3.545, 3.209], [4.163, 2.424, 3.046], [3.553, 1.198, 2.832], [2.174, 1.071, 2.756], [-4.033, 4.272, 2.594], [-5.726, 2.812, 1.519], [-5.092, 0.548, 0.735], [-2.793, -0.288, 1.037], [1.374, 4.335, 3.214], [3.773, 4.521, 3.384], [5.240, 2.504, 3.094], [4.147, 0.298, 2.724], [-2.413, -7.665, 1.197], [-1.971, -5.981, 1.379], [-2.624, -5.213, 2.350], [-2.297, -3.897, 2.507], [-3.122, -2.952, 3.703], [-1.295, -3.212, 1.714], [-1.034, -2.007, 1.882], [-0.653, -4.066, 0.739], [0.374, -3.576, -0.145], [0.855, -2.452, -0.193], [-1.007, -5.417, 0.591], [-3.388, -5.659, 2.973], [0.748, -4.347, -0.853], [-0.501, -6.010, -0.163], [2.033, -2.927, 3.165], [1.857, -1.374, 2.854], [1.687, -0.223, 2.631], [5.752, 0.723, -0.704], [4.644, 0.668, -1.744], [3.114, -0.441, -1.134], [2.126, -0.513, -2.845], [2.084, 0.788, -3.632], [3.978, -2.214, -1.324], [4.501, -2.761, -0.008], [6.551, 1.413, -0.995], [6.205, -0.260, -0.554], [5.361, 1.058, 0.260], [5.019, 0.288, -2.701], [4.247, 1.672, -1.922], [1.117, -0.826, -2.571], [2.577, -1.306, -3.454], [1.716, 1.614, -3.025], [1.413, 0.693, -4.491], [3.072, 1.060, -4.012], [4.765, -2.146, -2.085], [3.197, -2.870, -1.714], [5.238, -2.092, 0.445], [4.978, -3.738, -0.136], [3.689, -2.872, 0.708]],
  "forces_ev_per_angstrom": [[0.2, 0.9, -0.2], [0.1, 0.1, -0.1], [-0.1, -0.2, 0.0], [0.0, 0.0, 0.0], [0.0, -0.1, 0.0], [-0.1, 0.1, 0.0], [0.0, 0.0, 0.0], [0.0, 0.0, -0.1], [0.0, 0.0, 0.0], [0.0, -0.3, 0.0], [0.0, 0.3, 0.0], [-0.1, 0.0, 0.0], [0.0, 0.0, 0.0], [-0.1, 0.1, 0.0], [0.1, 0.0, 0.1], [0.1, 0.1, 0.1], [0.0, -0.2, -0.1], [0.0, 0.0, 0.0], [0.0, 0.0, 0.0], [0.0, 0.0, 0.0], [0.0, 0.0, 0.0], [0.0, 0.0, 0.0], [0.0, 0.0, 0.0], [0.0, 0.0, 0.0], [0.0, 0.0, 0.0], [0.0, 0.0, 0.0], [0.0, 0.0, 0.0], [0.0, 0.0, 0.0], [0.0, 0.0, 0.0], [-0.1, 0.0, 0.0], [-0.1, 0.0, 0.0], [-0.1, 0.0, 0.0], [-0.2, 0.0, -0.1], [0.1, -0.2, 0.3], [0.1, 0.1, -0.1], [0.2, 0.1, 0.1], [0.0, 0.0, 0.0], [0.0, 0.2, 0.0], [0.1, -0.1, 0.0], [0.1, 0.1, 0.0], [0.1, 0.0, 0.0], [0.0, 0.0, 0.0], [0.0, 0.0, 0.0], [0.0, 0.0, 0.0], [0.0, 0.0, 0.0], [0.0, 0.0, 0.0], [0.0, 0.0, 0.0], [0.0, 0.0, 0.0], [0.0, 0.0, 0.0], [0.0, -0.1, 0.0], [0.1, 0.0, -0.1], [0.0, 0.2, 0.1], [-0.1, -0.1, 0.0], [-0.1, 0.0, 0.1], [0.1, -0.1, -0.1], [-0.3, -0.4, 0.2], [-0.1, -0.1, 0.0], [0.2, 0.3, 0.0], [0.1, -0.6, -0.2], [-0.1, 0.1, 0.1], [0.0, 0.0, 0.0], [0.0, 0.0, 0.0], [0.0, 0.0, 0.0], [0.0, 0.0, 0.0], [-0.1, 0.4, -0.1], [-0.1, -0.7, 0.2], [0.1, 0.0, 0.1], [-0.1, 0.0, -0.1], [0.0, 0.1, 0.1], [0.1, -0.1, 0.0], [0.0, 0.1, -0.1], [0.0, 0.1, -0.2], [0.1, 0.0, 0.1], [0.0, 0.0, 0.0], [0.0, 0.0, 0.0], [0.0, 0.0, 0.0], [0.0, 0.0, 0.0], [0.0, 0.0, 0.0], [0.0, 0.0, 0.0], [0.0, 0.0, 0.0], [0.0, 0.0, 0.0], [0.0, 0.0, 0.0], [0.0, 0.0, 0.0], [0.0, 0.0, 0.0], [0.0, 0.0, 0.0], [0.0, 0.0, 0.0], [0.0, 0.0, 0.0], [0.0, 0.0, 0.1]],
  "lowdin_charge": [0.11, 0.11, -0.28, -0.05, -0.13, -0.13, -0.11, -0.48, 0.94, -0.30, -0.38, -0.24, -0.06, -0.12, -0.10, -0.20, 0.08, 0.09, 0.11, 0.09, 0.09, 0.10, 0.08, 0.09, 0.08, 0.09, 1.02, -0.48, -0.13, -0.13, -0.10, -0.01, -0.31, 0.08, -0.51, -0.21, -0.09, -0.14, -0.14, -0.07, -0.22, 0.09, 0.08, 0.09, 0.10, 0.06, 0.08, 0.08, 0.11, 0.57, -0.69, -0.15, -0.57, 0.67, -0.42, -0.08, -0.14, -0.23, -0.06, -0.09, 0.09, 0.12, 0.10, 0.66, -0.72, 0.14, -0.19, -0.47, 1.24, -0.43, -0.18, -0.46, -0.19, 0.06, 0.05, 0.05, 0.06, 0.05, 0.04, 0.06, 0.05, 0.07, 0.05, 0.06, 0.05, 0.05, 0.06, 0.02]
}

(2)
{
  "formula": "C15H23HfN4P",
  "method": "ωB97M-V/def2-TZVPD",
  "max_force_ev_per_a": 6.7,
  "e_lumo_ev": -9.81,
  "charge": 2,
  "homo_lumo_gap_ev": 3.310,
  "e_tot_ev": -32462.356,
  "elements": ["C", "C", "C", "C", "C", "C", "C", "C", "N", "Hf", "C", "P", "H", "H", "H", "H", "H", "H", "H", "H", "C", "C", "H", "C", "C", "H", "H", "H", "H", "H", "H", "H", "H", "H", "H", "H", "H", "H", "H", "N", "C", "N", "C", "N"],
  "xyz": [[1.675, 0.027, -3.292], [2.333, 0.213, -2.076], [1.726, -0.101, -0.845], [0.387, -0.549, -0.828], [-0.309, -0.585, -2.058], [0.342, -0.369, -3.272], [2.548, -0.053, 0.407], [2.929, 1.393, 0.903], [1.907, 2.358, 1.133], [-0.907, -1.719, 0.447], [-1.766, -1.025, -2.136], [-2.826, -0.565, -0.598], [3.362, 0.582, -2.085], [-0.211, -0.556, -4.192], [2.192, 0.186, -4.240], [-1.827, -2.106, -2.367], [-2.337, -0.479, -2.904], [2.073, -0.601, 1.231], [3.516, -0.564, 0.210], [3.451, 1.283, 1.864], [-4.501, -1.226, -0.813], [-3.003, 1.196, -1.007], [3.633, 1.825, 0.166], [1.290, 3.025, 0.029], [1.374, 2.586, 2.437], [-1.099, -0.237, 1.474], [1.550, 4.100, 0.022], [1.615, 2.561, -0.912], [0.187, 2.963, 0.053], [1.562, 3.624, 2.762], [0.280, 2.434, 2.484], [1.848, 1.903, 3.152], [-3.788, 1.316, -1.772], [-3.254, 1.767, -0.105], [-2.059, 1.597, -1.400], [-4.990, -0.787, -1.695], [-4.483, -2.322, -0.895], [-5.078, -0.975, 0.092], [-0.594, -0.688, 1.860], [-0.209, -3.191, 1.744], [0.103, -3.833, 2.705], [0.547, -4.665, 3.517], [0.421, -4.767, 4.824], [0.392, -4.977, 5.977]],
  "forces_ev_per_angstrom": [[0.1, 0.1, 0.5], [0.1, 0.0, 0.2], [0.7, -0.2, -0.3], [-0.3, -0.2, 1.0], [-0.1, -0.3, -0.8], [-0.6, -0.2, 0.1], [0.6, 0.2, 0.1], [0.4, 0.4, 0.0], [-0.4, -0.9, -0.3], [2.8, -4.9, -3.7], [-0.5, -0.9, 0.7], [-1.6, 1.6, -1.9], [-0.3, -0.2, 0.1], [0.2, 0.3, 0.1], [-0.2, 0.0, 0.3], [-0.2, 0.3, -0.1], [0.3, -0.3, 0.1], [-0.2, 0.0, -0.1], [-0.5, 0.2, 0.2], [0.2, -0.2, -0.5], [-0.1, -0.6, 0.3], [0.2, 0.7, 0.5], [-0.1, -0.4, 0.3], [0.0, 0.4, -0.3], [0.0, 0.3, 0.4], [0.3, 1.5, 1.6], [-0.1, -0.3, -0.2], [0.0, 0.4, 0.2], [0.1, 0.0, 0.1], [-0.1, -0.3, 0.1], [0.1, 0.0, 0.0], [-0.1, 0.2, 0.0], [0.2, -0.2, 0.4], [-0.1, 0.0, -0.3], [-0.1, -0.2, 0.2], [0.3, -0.1, 0.3], [-0.1, 0.3, 0.0], [0.1, 0.0, -0.3], [0.0, 2.0, 2.0], [-1.1, 2.7, -2.0], [1.7, -3.4, 2.6], [-1.1, 2.6, -2.3], [0.0, -1.0, 3.3], [0.0, 0.6, -2.4]],
  "lowdin_charge": [0.01, 0.00, -0.24, -0.22, -0.35, -0.02, -0.12, -0.18, -0.30, 1.48, -0.28, 0.79, 0.14, 0.14, 0.14, 0.11, 0.12, 0.09, 0.14, 0.13, -0.22, -0.21, 0.13, -0.08, -0.09, 0.08, 0.10, 0.08, 0.07, 0.10, 0.07, 0.09, 0.08, 0.07, 0.06, 0.08, 0.06, 0.08, 0.08, -0.07, -0.25, 0.18, -0.29, 0.20]
}

(3)
{
  "formula": "C30H34F3IrN6O8S2",
  "method": "ωB97M-V/def2-TZVPD",
  "max_force_ev_per_a": 0.4,
  "e_lumo_ev": [0.07, -0.83],
  "spin_multiplicity": 5,
  "homo_lumo_gap_ev": [6.644, 6.979],
  "e_tot_ev": -89641.276,
  "elements": ["Ir", "C", "O", "C", "C", "C", "C", "C", "C", "N", "N", "C", "C", "C", "C", "O", "C", "N", "C", "C", "C", "C", "H", "H", "H", "H", "H", "H", "H", "H", "H", "H", "H", "H", "O", "N", "C", "C", "C", "C", "C", "S", "H", "H", "H", "H", "C", "N", "C", "C", "C", "N", "C", "C", "O", "H", "H", "H", "H", "H", "H", "H", "H", "H", "H", "H", "H", "C", "C", "O", "H", "H", "H", "H", "H", "H", "F", "C", "F", "F", "S", "O", "O", "O"],
  "xyz": [[-0.587, -0.877, -0.365], [8.465, 2.831, 2.226], [7.733, 3.994, 1.890], [6.430, 4.052, 2.272], [5.764, 3.039, 2.955], [4.427, 3.191, 3.289], [3.735, 4.358, 2.942], [4.433, 5.383, 2.272], [5.754, 5.231, 1.937], [2.397, 4.576, 3.177], [1.750, 3.617, 3.813], [1.089, 2.646, 3.191], [0.496, 1.661, 4.022], [-0.077, 0.508, 3.536], [-0.126, 0.266, 2.159], [-0.626, -0.826, 1.644], [0.370, 1.283, 1.288], [0.220, 1.022, -0.039], [0.637, 1.885, -0.942], [1.183, 3.112, -0.562], [1.332, 3.411, 0.772], [0.954, 2.476, 1.753], [9.470, 2.988, 1.846], [8.034, 1.942, 1.758], [8.505, 2.687, 3.309], [6.271, 2.127, 3.234], [3.918, 2.404, 3.827], [3.898, 6.291, 2.025], [6.296, 6.010, 1.417], [0.552, 1.833, 5.088], [-0.484, -0.235, 4.208], [0.509, 1.608, -1.980], [1.476, 3.815, -1.329], [1.733, 4.365, 1.076], [1.768, -1.079, -0.578], [2.028, -2.066, -1.409], [3.088, -1.943, -2.236], [3.437, -2.956, -3.090], [2.669, -4.119, -3.104], [1.576, -4.214, -2.277], [1.234, -3.168, -1.415], [-0.127, -3.199, -0.359], [3.603, -1.000, -2.140], [4.291, -2.827, -3.739], [2.919, -4.932, -3.772], [0.939, -5.087, -2.281], [-3.800, -1.607, 1.922], [-4.256, -2.602, 0.971], [-5.363, -3.436, 1.406], [-5.461, -4.688, 0.559], [-5.457, -4.274, -0.899], [-4.248, -3.523, -1.177], [-3.705, -3.572, -2.522], [-3.718, -2.649, -0.277], [-2.763, -1.932, -0.607], [-3.333, -2.088, 2.785], [-4.651, -1.015, 2.270], [-3.075, -0.950, 1.456], [-6.300, -2.868, 1.347], [-5.204, -3.682, 2.458], [-6.368, -5.239, 0.807], [-4.602, -5.335, 0.751], [-6.350, -3.678, -1.129], [-5.470, -5.143, -1.557], [-3.617, -4.614, -2.834], [-2.723, -3.110, -2.527], [-4.343, -3.040, -3.233], [-4.027, 2.656, -0.721], [-2.614, 2.116, -0.810], [-2.589, 0.706, -0.576], [-4.034, 3.732, -0.897], [-4.452, 2.461, 0.264], [-4.664, 2.188, -1.473], [-1.982, 2.559, -0.040], [-2.172, 2.342, -1.785], [-3.010, 0.246, -1.322], [-1.533, -2.433, -4.840], [-0.982, -1.223, -4.958], [-1.508, -0.623, -6.025], [0.326, -1.375, -5.157], [-1.307, -0.206, -3.459], [-2.733, -0.263, -3.268], [-0.729, 1.078, -3.738], [-0.538, -1.001, -2.471]],
  "forces_ev_per_angstrom": [[0.3, -0.2, -0.1], [0.0, 0.0, 0.0], [0.0, 0.0, 0.0], [0.0, 0.0, 0.0], [0.0, 0.0, 0.0], [0.0, 0.0, 0.0], [-0.1, 0.2, 0.0], [0.1, 0.0, 0.0], [0.0, 0.0, 0.0], [0.0, -0.3, 0.1], [0.1, 0.1, -0.2], [-0.1, 0.0, 0.1], [0.0, -0.1, 0.0], [0.0, 0.0, 0.0], [0.0, 0.1, 0.0], [-0.1, -0.1, 0.0], [-0.1, 0.0, 0.1], [-0.1, 0.1, 0.1], [0.0, 0.0, 0.0], [0.0, 0.0, 0.0], [0.0, -0.1, 0.1], [0.0, 0.0, -0.1], [0.0, 0.0, 0.0], [0.0, 0.0, 0.0], [0.0, 0.0, 0.0], [0.0, 0.0, 0.0], [0.0, 0.0, 0.0], [0.0, 0.0, 0.0], [0.0, 0.0, 0.0], [0.0, 0.0, 0.0], [0.0, 0.0, 0.0], [0.0, 0.0, 0.0], [0.0, 0.0, 0.0], [0.0, 0.0, 0.0], [0.0, 0.1, -0.2], [0.0, 0.0, 0.1], [0.0, 0.0, 0.0], [0.0, 0.0, 0.0], [0.0, 0.0, 0.0], [0.0, 0.0, 0.0], [0.1, 0.0, -0.1], [-0.1, -0.1, 0.2], [0.0, 0.0, 0.0], [0.0, 0.0, 0.0], [0.0, 0.0, 0.0], [0.0, 0.0, 0.0], [0.0, 0.1, 0.0], [0.0, 0.0, 0.0], [0.0, 0.0, 0.0], [0.0, 0.0, 0.0], [0.0, 0.0, 0.0], [0.0, 0.0, 0.0], [0.0, 0.0, 0.0], [0.1, -0.1, 0.0], [-0.2, 0.2, 0.0], [0.0, 0.0, 0.0], [0.0, 0.0, 0.0], [0.0, 0.0, 0.0], [0.0, 0.0, 0.0], [0.0, 0.0, 0.0], [0.0, 0.0, 0.0], [0.0, 0.0, 0.0], [0.0, 0.0, 0.0], [0.0, 0.0, 0.0], [0.0, 0.0, 0.0], [0.0, 0.0, 0.0], [0.0, 0.0, 0.0], [0.0, 0.0, 0.0], [0.0, 0.0, -0.1], [0.0, 0.1, 0.1], [0.0, 0.0, 0.0], [0.0, 0.0, 0.0], [0.0, 0.0, 0.0], [0.0, 0.0, 0.0], [0.0, 0.0, 0.0], [0.0, 0.0, 0.0], [0.0, 0.0, 0.0], [-0.1, 0.1, 0.0], [0.0, 0.0, 0.0], [0.1, 0.0, 0.0], [-0.1, -0.1, -0.2], [0.0, 0.1, 0.0], [0.0, 0.1, 0.0], [0.2, 0.0, 0.1]],
  "mulliken_spin": [1.29, 0.00, 0.03, 0.15, -0.08, 0.16, -0.03, 0.13, -0.08, 0.60, 0.57, 0.00, 0.21, -0.14, 0.20, 0.12, 0.05, 0.19, -0.03, 0.07, -0.04, 0.07, 0.00, 0.00, 0.00, 0.00, 0.02, 0.00, 0.00, 0.00, 0.00, 0.00, 0.00, -0.01, 0.13, -0.01, 0.01, 0.00, 0.01, 0.00, 0.01, 0.16, 0.00, 0.00, 0.00, 0.00, 0.00, 0.00, 0.00, 0.00, 0.00, 0.01, 0.00, 0.02, 0.06, 0.00, 0.00, 0.01, 0.00, 0.00, 0.00, 0.00, 0.00, 0.00, 0.00, 0.00, 0.00, 0.00, -0.01, 0.12, 0.00, 0.00, 0.00, 0.00, 0.00, -0.01, 0.00, 0.00, 0.00, 0.00, 0.00, 0.00, 0.00, 0.05]
}